Formula: C18H22N5O3PS2V
Source: the OMol25 dataset
Level of theory: ωB97M-V/def2-TZVPD

```
52
Properties=species:S:1:pos:R:3
V -0.1504 -0.3069 1.3266
S -2.0719 0.9939 0.7311
C -1.8772 -0.0007 -0.6982
C -2.6251 -0.0137 -1.8622
C -2.2266 -0.8790 -2.8680
C -1.1080 -1.6945 -2.6999
C -0.4074 -1.6276 -1.5176
N -0.8080 -0.7964 -0.5409
H -3.4795 0.6386 -1.9713
H -2.7863 -0.9182 -3.7933
H -0.7852 -2.3701 -3.4780
H 0.4675 -2.2316 -1.3220
N 6.8804 -2.4694 4.2199
C 5.6976 -2.4001 3.5905
C 5.0878 -1.1455 3.3462
C 3.8854 -1.0739 2.7008
C 3.2575 -2.2546 2.2762
C 3.8447 -3.5083 2.5096
C 5.0457 -3.5769 3.1593
S 1.7716 -2.1996 1.4730
O 1.6670 -0.9065 0.6908
O 1.4882 -3.4023 0.7642
N 0.5229 -1.7651 2.4513
C -0.6738 -2.4793 2.5724
N -1.5996 -1.6466 2.0873
C -2.8775 -2.0284 2.1169
C -3.1838 -3.2721 2.6367
C -2.1333 -4.0637 3.0912
N -0.8521 -3.6694 3.0680
H 7.3700 -1.6405 4.5065
H 7.3344 -3.3523 4.3755
H 5.5930 -0.2419 3.6610
H 3.4320 -0.1130 2.4945
H 3.3538 -4.4088 2.1669
H 5.5092 -4.5383 3.3359
H -3.6165 -1.3414 1.7257
H -4.2050 -3.6189 2.6818
H -2.3172 -5.0515 3.4953
C 0.1094 3.8751 1.8005
P 0.1885 2.5455 2.9818
C -1.3281 2.4585 3.9165
C 1.5560 2.8104 4.0912
O 0.4427 1.1943 2.2445
H -0.0445 4.8208 2.3223
H -0.7148 3.7008 1.1092
H 1.0448 3.9215 1.2422
H -1.4745 3.3842 4.4746
H -1.2726 1.6247 4.6172
H -2.1728 2.3171 3.2422
H 1.4114 3.7475 4.6310
H 2.4815 2.8694 3.5185
H 1.6161 1.9887 4.8047
```

LUMO level (spin up / spin down) (eV): -7.4 / -6.9
E (Ha): -3279.95772
ΔE to the lowest compared entry with this formula, charge and spin (kJ/mol): 39.6
Net charge: +2
HOMO-LUMO gap (spin up / spin down) (eV): 6.100 / 6.641
Spin multiplicity: 2

***

Formula: C24H8Cl9IrN2O3
Source: the OMol25 dataset
Level of theory: ωB97M-V/def2-TZVPD

```
47
Properties=species:S:1:pos:R:3
Ir -0.7761 0.1125 0.1131
Cl -5.1819 -4.3865 3.1455
C -4.2738 -3.4986 1.9773
C -4.5026 -3.7095 0.6171
Cl -5.6915 -4.8561 0.1172
C -3.7741 -2.9989 -0.3296
Cl -4.0202 -3.2254 -2.0239
C -2.8014 -2.0698 0.0607
O -2.0934 -1.3845 -0.7938
C -2.5674 -1.8542 1.4510
O -1.6583 -0.9835 1.7921
C -3.3170 -2.5776 2.3873
Cl -2.9967 -2.2822 4.0585
C 1.4602 -1.3722 -3.5626
C 0.4605 -1.0044 -2.6515
N 0.7248 -0.7460 -1.3885
C 1.9912 -0.8604 -0.9414
C 3.0543 -1.2192 -1.7751
C 2.7564 -1.4702 -3.1258
C 4.3762 -1.3313 -1.2218
C 4.5974 -1.1273 0.0933
C 3.5180 -0.7917 0.9812
C 3.6805 -0.6183 2.3666
C 2.5887 -0.3317 3.1455
C 1.3333 -0.1998 2.5363
N 1.1668 -0.3386 1.2383
C 2.2277 -0.6423 0.4645
H 1.1957 -1.5714 -4.5912
H -0.5793 -0.9259 -2.9452
H 3.5524 -1.7479 -3.8059
H 5.1914 -1.5938 -1.8844
H 5.5936 -1.2230 0.5067
H 4.6649 -0.7222 2.8064
H 2.6773 -0.2054 4.2150
H 0.4394 0.0132 3.1101
Cl -2.4195 7.2338 -0.7146
C -1.6816 5.7045 -0.6016
C -2.4547 4.5676 -0.2952
Cl -4.1409 4.7295 -0.0367
C -1.8600 3.3300 -0.2033
Cl -2.8180 1.9513 0.1716
C -0.4423 3.1490 -0.4138
O 0.1539 2.0528 -0.3441
C 0.3090 4.3416 -0.7251
Cl 1.9866 4.1525 -0.9781
C -0.2925 5.5716 -0.8147
Cl 0.6428 6.9602 -1.1874
```

LUMO level (spin up / spin down) (eV): -0.8 / -2.5
E (Ha): -5500.61789
ΔE to the lowest compared entry with this formula, charge and spin (kJ/mol): 92.6
Net charge: 0
HOMO-LUMO gap (spin up / spin down) (eV): 6.502 / 4.672
Spin multiplicity: 5

***

Formula: C17H21N5OPdS
Source: the OMol25 dataset
Level of theory: ωB97M-V/def2-TZVPD

```
46
Properties=species:S:1:pos:R:3
Pd -0.8161 -0.7515 0.1037
N 3.0411 3.3433 -0.1302
C 3.9038 2.2910 -0.2521
O 5.1060 2.4155 -0.1622
C 3.2773 0.9289 -0.4525
C 4.1021 -0.1436 -0.7363
C 3.5372 -1.3965 -0.9160
C 2.1654 -1.5263 -0.8010
N 1.3691 -0.5029 -0.5138
C 1.9182 0.7015 -0.3347
H 3.4980 4.2424 -0.1123
H 2.1572 3.3185 -0.6116
H 5.1691 0.0249 -0.8107
H 4.1435 -2.2616 -1.1434
H 1.6791 -2.4872 -0.9355
H 1.2269 1.4999 -0.0863
N -1.4824 0.1084 -1.6547
C -1.4375 1.1655 -1.0596
C -2.0593 4.2651 0.9594
C -2.0916 2.7437 0.8092
C -1.3303 2.1087 1.9781
C -3.5458 2.2497 0.8398
C -1.4709 2.3868 -0.5258
H -2.4719 4.5591 1.9264
H -2.6432 4.7539 0.1766
H -1.0331 4.6367 0.9040
H -1.8388 2.3371 2.9190
H -0.3090 2.4922 2.0415
H -1.2862 1.0207 1.8721
H -4.0433 2.5735 1.7577
H -3.5824 1.1586 0.8063
H -4.1046 2.6351 -0.0134
H -1.1533 3.1893 -1.1858
C -1.5952 -3.7087 -2.1245
C -0.9873 -4.0202 -0.7924
C -0.5078 -5.2751 -0.4374
C 0.0621 -5.3978 0.8202
N 0.1827 -4.3976 1.6821
C -0.3002 -3.2197 1.2693
S -0.1982 -1.7480 2.1862
N -0.8957 -3.0215 0.0769
H -1.8057 -4.6116 -2.6936
H -0.9182 -3.0721 -2.6971
H -2.5128 -3.1384 -1.9843
H -0.5762 -6.1157 -1.1123
H 0.4584 -6.3540 1.1513
```

LUMO level (spin up / spin down) (eV): -1.4 / -0.8
E (Ha): -1535.46189
ΔE to the lowest compared entry with this formula, charge and spin (kJ/mol): 136.9
Net charge: 0
HOMO-LUMO gap (spin up / spin down) (eV): 6.012 / 7.062
Spin multiplicity: 1

***

Formula: C19H35CoNO2P2
Source: the OMol25 dataset
Level of theory: ωB97M-V/def2-TZVPD

```
60
Properties=species:S:1:pos:R:3
P -2.1702 3.7690 0.2459
P -3.3677 2.6522 -2.6580
C -2.5979 4.8232 -1.2077
C -3.8599 4.2429 -1.8281
H -1.7181 4.8059 -1.8845
H -2.7292 5.8469 -0.8262
H -4.5976 3.8131 -1.1279
H -4.3322 4.9093 -2.5666
C -3.6105 3.4781 -4.3979
H -3.5177 2.7923 -5.2563
H -3.0018 4.3757 -4.6018
H -4.6557 3.8182 -4.3748
C -4.8919 1.6757 -3.0754
H -5.5903 2.3175 -3.6340
H -5.3764 1.3947 -2.1295
H -4.6713 0.7814 -3.6899
C -0.5180 4.4212 0.4798
H -0.0102 3.8914 1.2931
H -0.5696 5.5041 0.6986
H 0.0818 4.2677 -0.4298
C -3.2895 4.5325 1.4808
H -3.8616 3.7895 2.0717
H -4.0385 5.2147 1.0442
H -2.6236 5.0974 2.1611
Co -3.0974 2.0569 0.4156
C -1.6996 1.1423 -4.4316
C -0.9785 1.9768 -5.2026
C -0.2308 3.2162 -4.8771
C 1.3151 2.9689 -4.6182
C 1.6700 2.7804 -3.1798
C 1.0366 1.8700 -2.3914
C -0.4280 1.7755 -2.3540
C -1.1944 0.6553 -3.1028
C -2.0149 2.1329 2.2767
H -2.7104 0.7259 -4.7428
H -0.9353 1.7105 -6.3032
H -0.7398 3.7965 -4.0707
H -0.2933 3.8963 -5.7698
H 1.6449 2.0884 -5.2211
H 1.8986 3.8208 -4.9992
H 2.5252 3.3451 -2.7622
H 1.7132 1.2855 -1.6995
H -0.8382 2.7291 -2.6725
H -0.5891 1.7106 -1.2596
H -0.5304 -0.2065 -3.2928
H -1.9970 0.3001 -2.4266
H -2.2076 1.1039 2.6377
H -2.2343 2.7877 3.1703
H -0.9073 2.1602 2.1348
O -2.2360 0.2367 0.2718
C -1.1018 -0.3585 0.3128
C -0.9836 -1.8599 0.4553
C 0.3922 -2.1366 -0.0939
C 0.9898 -0.7630 -0.2697
O 2.0868 -0.5870 -0.7872
N 0.1015 0.2195 0.1432
H -1.0443 -2.1131 1.5167
H -1.7981 -2.3562 -0.0586
H 1.0759 -2.7032 0.5329
H 0.3482 -2.6369 -1.0588
```

LUMO level (spin up / spin down) (eV): -0.8 / -0.8
E (Ha): -3015.38386
ΔE to the lowest compared entry with this formula, charge and spin (kJ/mol): 0.0
Net charge: 0
HOMO-LUMO gap (spin up / spin down) (eV): 6.396 / 6.372
Spin multiplicity: 4

***

- What is the formula in the second record?
  C24H8Cl9IrN2O3

***

- Among the records above, which one has the lowest E?
  C24H8Cl9IrN2O3